Entry 1:
Formula: C4H21NO7
Source: OMol25
Level of theory: wB97M-V/def2-TZVPD

## Properties
LUMO ... 0.43 eV
HOMO energy ... -10.17 eV
Kohn-Sham gap ... 10.6031 eV
ΔE to the lowest compared entry with this formula, charge and spin ... 0.943 eV
Energy ... -20311.12469 eV
Largest force on an atom ... 3.933 eV/A
Spin multiplicity ... 1

Each line ends with the natural charge from an NBO analysis.
Cartesian coordinates (Å):
C (-2.09, -0.91, 2.95)  -0.663
C (-1.86, 0.61, 2.85)  -0.232
N (-0.99, 1.04, 1.75)  -0.606
C (-1.23, 0.83, 0.43)  0.740
C (-2.78, 0.80, 0.10)  -0.730
O (-0.39, 0.87, -0.45)  -0.691
H (-1.84, -1.51, 3.87)  0.242
H (-1.53, -1.48, 2.15)  0.234
H (-3.09, -0.99, 2.59)  0.214
H (-2.81, 1.15, 2.73)  0.205
H (-1.45, 1.13, 3.73)  0.221
H (-0.01, 0.81, 1.94)  0.406
H (-3.14, 0.03, 0.75)  0.228
H (-3.13, 1.84, 0.18)  0.241
H (-2.97, 0.68, -0.96)  0.239
O (2.06, -2.89, 1.32)  -0.965
H (1.24, -3.01, 0.82)  0.480
H (2.07, -2.05, 1.77)  0.484
O (-0.48, -2.25, -0.85)  -0.966
H (-0.26, -3.04, -1.35)  0.482
H (-0.02, -1.48, -1.22)  0.486
O (1.85, -0.19, 0.44)  -0.997
H (2.61, 0.28, 0.09)  0.476
H (0.99, 0.02, 0.05)  0.489
O (2.93, 2.47, -1.52)  -0.936
H (2.56, 1.80, -0.92)  0.468
H (2.36, 3.22, -1.30)  0.464
O (-0.60, 0.24, -3.27)  -0.981
H (-0.62, 0.46, -2.32)  0.497
H (-1.10, 0.90, -3.74)  0.479
O (2.19, -0.07, -2.33)  -0.980
H (1.35, -0.04, -2.82)  0.492
H (2.88, 0.29, -2.89)  0.481

=====

Entry 2:
Formula: C4H21NO7S2
Source: OMol25
Level of theory: wB97M-V/def2-TZVPD

## Properties
LUMO ... 0.05 eV
HOMO energy ... -9.02 eV
Kohn-Sham gap ... 9.0697 eV
ΔE to the lowest compared entry with this formula, charge and spin ... 0.000 eV
Energy ... -41980.23543 eV
Largest force on an atom ... 5.628 eV/A
Spin multiplicity ... 1

Each line ends with the natural charge from an NBO analysis.
Cartesian coordinates (Å):
C (-0.68, -0.27, 1.44)  -0.622
C (0.35, -0.49, 0.35)  -0.097
C (1.70, -1.34, 0.41)  -0.561
S (2.09, -1.49, 2.17)  0.144
S (1.44, -3.28, 2.67)  -0.156
N (-0.36, -1.05, -0.82)  -0.628
C (-0.54, -0.43, -1.99)  0.540
O (-0.41, 0.78, -2.01)  -0.711
H (-1.70, 0.05, 0.98)  0.210
H (-0.84, -0.98, 2.19)  0.209
H (-0.47, 0.62, 1.92)  0.235
H (0.56, 0.60, 0.11)  0.243
H (1.56, -2.31, -0.19)  0.220
H (2.54, -0.87, -0.15)  0.261
H (0.20, -3.28, 3.26)  0.120
H (-0.51, -2.01, -0.64)  0.419
H (-0.80, -0.97, -2.86)  0.142
O (-0.74, -3.69, -0.80)  -0.935
H (-1.40, -4.00, -1.48)  0.497
H (0.07, -4.00, -0.99)  0.476
O (1.34, 3.39, -0.18)  -0.972
H (1.50, 4.20, -0.63)  0.484
H (0.47, 3.15, -0.57)  0.527
O (0.52, 3.15, 2.29)  -0.998
H (0.93, 3.41, 1.43)  0.495
H (1.11, 2.40, 2.79)  0.468
O (-1.48, 2.92, -0.82)  -0.988
H (-2.14, 2.59, -0.12)  0.479
H (-1.36, 2.16, -1.44)  0.507
O (3.00, 1.41, -0.44)  -0.985
H (2.37, 0.92, -0.99)  0.474
H (2.73, 2.25, -0.12)  0.502
O (-3.61, -1.41, -1.85)  -0.945
H (-3.50, -1.61, -0.97)  0.471
H (-3.93, -0.54, -1.97)  0.477

=====

Entry 3:
Formula: C4H21NO8
Source: OMol25
Level of theory: wB97M-V/def2-TZVPD

## Properties
LUMO ... 5.88 eV
HOMO energy ... -1.87 eV
Kohn-Sham gap ... 7.7506 eV
ΔE to the lowest compared entry with this formula, charge and spin ... 0.000 eV
Energy ... -22359.80596 eV
Largest force on an atom ... 1.288 eV/A
Spin multiplicity ... 1
Total charge ... -2

Each line ends with the natural charge from an NBO analysis.
Cartesian coordinates (Å):
C (-1.53, 0.82, -0.90)  -0.039
O (-0.90, 0.95, -2.13)  -0.912
C (-0.76, 0.12, 0.26)  -0.103
C (-1.39, 0.55, 1.60)  -0.446
C (-0.51, 1.54, 2.42)  -0.023
O (0.53, 0.94, 3.12)  -0.919
N (-0.76, -1.35, 0.14)  -0.867
H (-2.49, 0.26, -1.04)  0.113
H (-1.84, 1.82, -0.53)  0.122
H (0.28, 0.44, 0.18)  0.206
H (-1.52, -0.33, 2.24)  0.212
H (-2.39, 0.95, 1.45)  0.171
H (-0.11, 2.30, 1.72)  0.119
H (-1.19, 2.02, 3.15)  0.112
H (-1.69, -1.69, -0.07)  0.334
H (-0.18, -1.57, -0.67)  0.370
H (1.68, -1.03, 1.61)  0.444
H (1.55, 0.38, 2.37)  0.497
O (2.21, -0.24, 1.79)  -1.077
H (0.10, -0.45, 3.83)  0.508
H (-0.11, -1.82, 3.20)  0.454
O (-0.13, -1.41, 4.07)  -1.038
H (2.20, 1.16, -2.27)  0.508
H (3.04, 0.25, -1.34)  0.476
O (2.86, 0.42, -2.30)  -1.013
H (-0.17, -2.59, -3.12)  0.515
H (-0.58, -3.72, -2.25)  0.447
O (-0.45, -3.54, -3.20)  -1.005
H (-0.15, -0.25, -2.67)  0.510
H (1.37, -0.74, -2.64)  0.495
O (0.49, -1.01, -2.96)  -1.079
H (0.24, 1.81, -2.07)  0.502
H (1.21, 2.56, -1.02)  0.456
O (1.10, 2.45, -1.97)  -1.053

=====

Entry 4:
Formula: C4H22N2O5S
Source: OMol25
Level of theory: wB97M-V/def2-TZVPD

## Properties
LUMO (spin up / spin down) ... -3.69 / -8.47 eV
HOMO energy (spin up / spin down) ... -12.57 / -12.54 eV
Kohn-Sham gap (spin up / spin down) ... 8.8790 / 4.0759 eV
Energy ... -28546.25901 eV
Expectation value of S² ... 0.75
Largest force on an atom ... 5.144 eV/A
Spin multiplicity ... 2
Total charge ... +1

Each line ends with the Mulliken spin population.
Cartesian coordinates (Å):
C (0.47, -2.15, 0.13)  0.000
N (0.74, -0.86, -0.59)  -0.012
C (0.37, -1.02, -2.06)  0.022
C (1.26, -0.14, -2.94)  -0.022
S (3.13, -0.24, -2.81)  0.972
C (-0.90, -2.26, 0.89)  0.002
N (-1.04, -1.03, 1.69)  0.000
H (0.80, -3.05, -0.70)  0.005
H (1.45, -2.20, 0.80)  0.001
H (3.27, 0.29, -1.47)  -0.014
H (-0.74, -0.44, -2.29)  0.006
H (0.24, -2.20, -2.28)  -0.008
H (1.42, -0.56, -3.95)  -0.007
H (1.04, 0.94, -2.91)  0.044
H (-0.81, -3.14, 1.67)  0.000
H (-1.78, -2.43, 0.24)  0.000
H (-1.82, -0.45, 1.39)  0.000
H (0.13, -0.12, -0.13)  0.009
H (-1.21, -1.21, 2.65)  0.000
H (-2.42, 2.11, 0.70)  0.000
H (-0.96, 1.99, 0.92)  0.000
O (-1.78, 1.44, 0.76)  0.000
H (0.95, -0.39, 2.43)  0.000
H (1.97, 0.15, 1.39)  0.000
O (1.80, 0.28, 2.32)  0.000
H (-3.20, -0.51, -0.73)  0.000
H (-2.34, 0.61, -0.74)  0.000
O (-2.67, -0.07, -1.29)  0.001
H (0.66, 3.40, 0.40)  0.000
H (0.22, 3.54, -1.04)  0.000
O (0.24, 2.97, -0.35)  0.000
H (0.61, 1.46, 2.71)  0.000
H (0.76, 2.98, 2.79)  0.000
O (0.14, 2.31, 2.43)  0.000

=====

Entry 5:
Formula: C4H22NO11
Source: OMol25
Level of theory: wB97M-V/def2-TZVPD

## Properties
LUMO ... 2.55 eV
HOMO energy ... -6.41 eV
Kohn-Sham gap ... 8.9578 eV
ΔE to the lowest compared entry with this formula, charge and spin ... 3.235 eV
Energy ... -28518.85482 eV
Largest force on an atom ... 7.577 eV/A
Spin multiplicity ... 1
Total charge ... -1

Each line ends with the natural charge from an NBO analysis.
Cartesian coordinates (Å):
C (0.82, -2.29, -1.49)  0.521
N (0.74, -0.93, -1.14)  -0.657
C (-1.13, -0.04, -2.54)  -0.631
C (-0.58, -0.37, -1.10)  -0.162
C (-0.60, 0.83, -0.13)  0.813
O (-0.55, 0.52, 1.09)  -0.818
O (-0.58, 1.93, -0.62)  -0.745
O (-0.10, -3.00, -1.93)  -0.635
H (1.86, -2.74, -1.54)  0.126
H (1.61, -0.80, -0.56)  0.440
H (-2.04, 0.61, -2.55)  0.216
H (-1.35, -0.96, -3.06)  0.221
H (-0.38, 0.66, -2.95)  0.212
H (-1.26, -1.07, -0.65)  0.206
H (-3.04, -2.99, 0.40)  0.523
H (-2.78, -2.31, -1.13)  0.489
O (-3.17, -2.78, -0.51)  -1.009
H (-1.28, -0.65, 1.74)  0.521
H (-1.57, -1.74, 2.88)  0.459
O (-1.73, -1.66, 1.96)  -1.043
H (2.40, 3.77, -0.62)  0.476
H (1.25, 2.69, -1.23)  0.510
O (1.69, 3.66, -1.27)  -0.994
H (-0.13, 3.88, -0.14)  0.480
H (-1.39, 4.14, -0.18)  0.455
O (-0.75, 4.05, 0.49)  -0.934
H (-0.38, -2.90, 2.01)  0.496
H (0.87, -2.66, 2.66)  0.448
O (0.25, -3.33, 2.63)  -0.970
H (3.82, -0.18, -0.71)  0.478
H (3.77, -0.64, -2.08)  0.463
O (3.85, -1.01, -1.24)  -0.933
H (1.90, 0.90, 2.19)  0.485
H (1.58, 1.68, 0.90)  0.487
O (2.23, 1.06, 1.30)  -0.972
H (-1.17, 2.89, 2.25)  0.487
H (-0.68, 1.54, 2.57)  0.485
O (-0.88, 2.37, 3.01)  -0.995

=====

Entry 6:
Formula: C4H22NO8
Source: OMol25
Level of theory: wB97M-V/def2-TZVPD

## Properties
LUMO ... 3.23 eV
HOMO energy ... -5.89 eV
Kohn-Sham gap ... 9.1236 eV
ΔE to the lowest compared entry with this formula, charge and spin ... 0.985 eV
Energy ... -22375.97725 eV
Largest force on an atom ... 3.366 eV/A
Spin multiplicity ... 1
Total charge ... -1

Each line ends with the natural charge from an NBO analysis.
Cartesian coordinates (Å):
C (1.42, -1.54, 0.10)  -0.197
C (0.31, -1.21, 1.24)  -0.429
C (-1.08, -0.94, 0.60)  -0.087
O (-1.08, -0.24, -0.66)  -0.897
N (1.80, -0.49, -0.82)  -0.701
C (2.43, -0.90, -2.05)  0.084
O (3.73, -0.31, -2.17)  -0.769
H (2.34, -1.90, 0.60)  0.172
H (0.96, -2.42, -0.42)  0.151
H (0.35, -2.18, 1.74)  0.195
H (0.78, -0.40, 1.80)  0.221
H (-1.48, -1.93, 0.55)  0.174
H (-1.67, -0.29, 1.23)  0.167
H (1.03, 0.17, -0.96)  0.417
H (1.94, -0.30, -2.83)  0.165
H (2.62, -2.01, -2.24)  0.166
H (3.83, 0.34, -1.46)  0.472
H (-1.74, 1.36, 2.61)  0.484
H (-2.16, 2.12, 3.78)  0.462
O (-2.55, 1.70, 3.00)  -0.950
H (-0.85, 0.90, -0.41)  0.494
H (-1.39, 2.49, -0.63)  0.468
O (-0.63, 2.10, -0.19)  -1.158
H (-2.70, 0.23, -1.27)  0.497
H (-2.85, 0.05, -2.76)  0.456
O (-3.37, 0.29, -1.99)  -0.983
H (0.92, 2.47, 3.12)  0.480
H (-0.05, 2.23, 1.94)  0.516
O (0.16, 1.96, 2.86)  -0.999
H (2.26, 1.56, 0.17)  0.463
H (0.92, 2.31, 0.10)  0.505
O (1.83, 2.37, 0.48)  -1.024
H (-2.13, -1.79, -1.31)  0.512
H (-1.61, -3.09, -2.17)  0.466
O (-2.27, -2.71, -1.59)  -0.990

=====

Entry 7:
Formula: C4H23NO11
Source: OMol25
Level of theory: wB97M-V/def2-TZVPD

## Properties
LUMO ... -0.41 eV
HOMO energy ... -10.52 eV
Kohn-Sham gap ... 10.1106 eV
ΔE to the lowest compared entry with this formula, charge and spin ... 0.000 eV
Energy ... -28534.69798 eV
Largest force on an atom ... 4.055 eV/A
Spin multiplicity ... 1

Each line ends with the natural charge from an NBO analysis.
Cartesian coordinates (Å):
O (-0.05, -0.15, 1.14)  -0.692
C (-1.18, -0.11, 1.57)  0.824
O (-1.79, 1.03, 1.82)  -0.680
C (-2.07, -1.30, 1.75)  -0.537
C (-1.37, -2.63, 1.63)  -0.493
C (-1.02, -3.04, 0.19)  0.689
N (0.32, -3.21, 0.01)  -0.831
O (-1.89, -3.16, -0.64)  -0.608
H (-1.16, 1.77, 1.67)  0.511
H (-2.97, -1.25, 1.12)  0.271
H (-2.66, -1.20, 2.67)  0.257
H (-2.00, -3.45, 1.99)  0.243
H (-0.46, -2.60, 2.23)  0.213
H (0.77, -3.27, -0.87)  0.386
H (0.94, -3.19, 0.80)  0.403
H (3.21, -1.13, 1.61)  0.473
H (3.55, -0.72, 3.02)  0.470
O (3.52, -1.50, 2.45)  -0.955
H (1.58, 0.49, 0.55)  0.509
H (2.31, -0.73, 0.00)  0.470
O (2.45, 0.16, 0.34)  -0.979
H (2.44, 2.18, -1.79)  0.472
H (1.74, 2.92, -2.87)  0.491
O (2.28, 3.08, -2.10)  -0.962
H (-0.54, -1.56, -2.97)  0.493
H (0.41, -0.90, -2.06)  0.485
O (-0.42, -0.72, -2.52)  -0.948
H (-2.50, 1.22, -1.32)  0.463
H (-1.89, 0.27, -2.37)  0.488
O (-2.46, 1.06, -2.27)  -0.965
H (0.41, 0.54, -3.69)  0.486
H (0.04, 1.94, -3.53)  0.473
O (0.73, 1.41, -3.95)  -0.970
H (1.56, 3.57, -0.15)  0.525
H (2.19, 2.37, 0.56)  0.500
O (1.44, 2.96, 0.59)  -0.917
H (0.27, 3.00, 1.03)  0.462
H (-1.20, 3.38, 0.72)  0.451
O (-0.53, 3.41, 1.41)  -0.972

=====

Entry 8:
Formula: C4H23NO7
Source: OMol25
Level of theory: wB97M-V/def2-TZVPD

## Properties
LUMO ... 0.28 eV
HOMO energy ... -9.35 eV
Kohn-Sham gap ... 9.6263 eV
ΔE to the lowest compared entry with this formula, charge and spin ... 1.128 eV
Energy ... -20343.61243 eV
Largest force on an atom ... 3.434 eV/A
Spin multiplicity ... 1

Each line ends with the natural charge from an NBO analysis.
Cartesian coordinates (Å):
C (1.74, 0.48, -2.61)  -0.617
C (0.98, -0.83, -2.60)  -0.215
N (0.03, -0.94, -1.50)  -0.642
C (-0.90, -2.04, -1.70)  -0.258
C (-1.98, -2.10, -0.61)  -0.059
O (-1.53, -2.70, 0.62)  -0.756
H (1.07, 1.34, -2.70)  0.213
H (2.45, 0.56, -1.79)  0.205
H (2.35, 0.54, -3.50)  0.215
H (0.47, -1.02, -3.55)  0.159
H (1.70, -1.61, -2.55)  0.186
H (-0.57, -0.09, -1.45)  0.357
H (-1.33, -2.10, -2.69)  0.165
H (-0.40, -2.94, -1.48)  0.203
H (-2.73, -2.82, -0.96)  0.181
H (-2.45, -1.11, -0.45)  0.149
H (-1.05, -2.12, 1.24)  0.496
O (2.20, 1.57, 2.26)  -0.962
H (2.30, 2.08, 1.40)  0.478
H (1.29, 1.68, 2.52)  0.504
O (-0.35, -1.41, 2.66)  -1.015
H (0.51, -1.26, 2.09)  0.500
H (0.03, -1.83, 3.44)  0.487
O (-0.81, 3.62, 1.19)  -0.964
H (-0.84, 2.88, 1.90)  0.488
H (-0.03, 3.46, 0.72)  0.468
O (-1.40, 2.42, -1.07)  -0.958
H (-1.89, 3.11, -0.58)  0.494
H (-2.15, 1.92, -1.46)  0.461
O (-0.42, 1.27, 2.92)  -1.012
H (-1.19, 1.69, 3.35)  0.483
H (-0.55, 0.30, 2.98)  0.522
O (1.91, -1.01, 1.51)  -0.967
H (1.49, -0.85, 0.58)  0.503
H (2.09, -0.12, 1.86)  0.507

=====

Number 7 is which compound?
C4H23NO11